# 1
{"formula": "C40H47CdF3IN5S", "method": "ωB97M-V/def2-TZVPD", "symbols": ["Cd", "C", "C", "C", "C", "C", "C", "C", "C", "C", "C", "C", "C", "C", "C", "C", "C", "N", "C", "C", "C", "N", "C", "C", "C", "N", "C", "C", "C", "C", "C", "C", "C", "C", "C", "C", "C", "C", "N", "C", "C", "H", "H", "H", "H", "H", "H", "H", "H", "H", "H", "H", "H", "H", "H", "H", "H", "H", "H", "H", "H", "H", "H", "H", "H", "H", "H", "H", "H", "H", "H", "H", "H", "H", "H", "H", "H", "H", "H", "H", "H", "H", "H", "H", "H", "F", "C", "F", "F", "I", "S", "C", "C", "N", "C", "H", "H", "H"], "coordinates": [[11.490598, 13.780218, 11.508130], [9.557109, 18.248687, 8.256673], [9.949846, 17.243969, 7.138900], [10.041625, 15.891090, 7.775264], [9.075363, 14.959573, 7.895177], [7.761911, 14.911716, 7.153714], [7.864269, 14.138551, 5.841040], [9.594972, 13.989171, 8.852735], [8.938283, 12.825317, 9.274274], [9.375859, 11.810043, 10.087682], [8.654602, 10.571806, 10.348688], [7.251997, 10.261189, 9.889106], [7.018519, 9.764332, 8.454993], [9.505987, 9.805615, 11.070038], [10.711122, 10.581210, 11.283528], [11.812912, 10.134480, 12.030665], [12.933080, 10.887559, 12.393305], [13.120616, 12.147035, 11.981921], [14.346659, 12.524674, 12.386697], [15.028598, 13.673328, 11.995067], [14.543165, 14.683391, 11.177002], [13.332845, 14.792818, 10.619968], [13.340073, 15.880760, 9.804445], [12.329258, 16.225224, 8.918936], [11.120743, 15.510859, 8.674904], [10.819042, 14.357435, 9.290814], [14.665827, 16.526760, 9.862528], [15.400193, 15.794702, 10.753948], [16.775922, 16.105306, 11.290799], [16.708251, 16.646058, 12.716689], [15.106890, 17.717565, 9.028507], [15.708562, 17.294852, 7.691282], [14.952140, 11.476108, 13.202946], [14.080790, 10.424405, 13.172328], [14.212167, 9.048915, 13.734855], [14.705068, 8.072792, 12.672803], [16.290992, 11.509405, 13.874065], [17.427983, 10.861285, 13.068927], [10.583958, 11.773891, 10.649886], [9.295065, 8.391617, 11.450439], [10.222019, 7.459904, 10.652703], [9.422069, 19.269467, 7.834331], [10.279921, 18.329564, 9.065427], [8.626285, 17.910159, 8.739356], [10.905185, 17.565315, 6.690217], [9.210376, 17.254861, 6.338761], [7.398839, 15.931252, 6.950333], [7.009619, 14.450592, 7.804807], [8.622818, 14.630174, 5.192738], [6.899088, 14.103220, 5.299755], [8.226420, 13.149060, 6.056822], [7.945323, 12.673838, 8.878550], [6.683040, 11.179064, 10.034784], [6.863699, 9.531818, 10.605148], [7.314144, 10.500396, 7.684164], [5.976310, 9.476410, 8.321024], [7.624505, 8.879444, 8.254652], [11.740008, 9.131659, 12.435642], [16.050144, 13.788726, 12.330467], [12.433753, 17.134315, 8.341976], [17.248008, 16.846192, 10.637688], [17.419006, 15.209800, 11.239096], [16.185593, 17.603520, 12.783448], [17.685714, 16.730376, 13.182328], [16.061503, 16.014995, 13.326907], [15.854571, 18.329680, 9.506670], [14.231262, 18.348463, 8.815710], [16.557240, 16.617942, 7.856892], [16.092857, 18.167220, 7.127787], [14.964215, 16.807954, 7.060208], [13.270775, 8.726065, 14.133670], [14.951786, 9.077287, 14.543406], [14.075754, 8.163427, 11.764396], [14.671661, 7.020829, 12.997725], [15.718819, 8.317630, 12.437680], [16.262901, 11.085188, 14.871745], [16.538366, 12.586345, 14.083708], [17.225337, 9.840598, 12.858041], [18.376580, 10.915621, 13.596064], [17.582431, 11.409424, 12.123532], [8.246863, 8.151786, 11.304779], [9.493264, 8.220013, 12.521150], [10.062886, 7.618413, 9.579801], [10.088989, 6.399859, 10.878463], [11.273010, 7.698725, 10.875685], [8.685076, 13.375607, 12.421388], [9.546628, 14.462860, 12.385379], [9.356701, 15.035846, 13.609963], [8.877630, 15.352252, 11.560156], [12.872251, 16.194490, 14.186696], [9.373705, 12.805185, 16.293492], [9.261108, 11.137989, 16.036178], [10.249608, 10.687014, 15.236939], [11.177916, 11.658938, 14.907516], [10.843156, 12.812441, 15.352326], [8.416274, 10.551613, 16.370737], [10.475559, 9.692287, 14.917943], [11.381876, 13.740989, 15.202663]], "forces_ev_per_a": [[0.31, -0.02, -0.10], [-0.56, 0.50, -0.58], [0.34, 0.31, 0.67], [0.81, 0.95, -0.01], [-0.41, -0.53, -0.07], [-0.02, 0.16, 0.43], [0.13, 0.81, -0.48], [-0.20, -0.57, 0.12], [-0.52, 0.67, -0.72], [-0.14, -0.50, -0.20], [-0.16, 0.30, -0.76], [0.24, 0.25, 0.37], [0.69, 0.03, -0.10], [-0.05, -0.19, -0.01], [0.07, 0.20, -0.21], [0.08, 0.41, 0.36], [-0.49, -0.76, -0.25], [0.08, 0.84, -0.21], [0.70, 0.11, 0.27], [-0.54, -0.25, 0.23], [0.79, 0.74, -0.07], [-0.23, -0.11, -0.11], [0.59, -0.04, -0.42], [-1.00, -0.31, -0.12], [0.80, 0.21, 0.37], [-0.35, -0.05, -0.23], [0.09, 0.12, 0.32], [-0.15, 0.38, -0.45], [-0.13, -0.10, -0.38], [-0.59, -0.09, 0.25], [-0.76, -0.55, -0.26], [0.36, 0.17, -0.41], [-0.11, -0.97, -0.04], [-0.27, 0.56, -0.17], [0.83, 0.38, -0.09], [-0.99, -0.51, -0.29], [0.43, 1.44, -0.02], [0.11, 1.44, -0.16], [0.99, -0.37, 0.89], [0.45, -0.55, 0.60], [0.18, 0.12, -0.14], [-0.09, -0.49, 0.26], [0.28, -0.24, -0.15], [0.18, 0.22, -0.26], [-0.22, -0.22, 0.11], [-0.13, 0.04, -0.02], [0.15, -0.17, 0.10], [0.02, 0.02, -0.11], [-0.47, -0.31, 0.27], [0.41, -0.09, 0.23], [0.04, -0.58, -0.09], [-0.27, 0.11, -0.15], [-0.26, 0.02, 0.05], [-0.27, -0.03, -0.16], [-0.25, -0.15, 0.46], [-0.11, 0.13, -0.10], [0.04, -0.11, 0.05], [0.02, -0.03, 0.04], [-0.03, -0.01, 0.14], [0.25, 0.10, -0.01], [0.03, -0.03, -0.04], [-0.19, 0.19, 0.12], [0.20, 0.10, -0.29], [0.22, 0.04, 0.05], [0.16, -0.22, 0.11], [0.11, 0.20, 0.64], [0.23, 0.00, 0.22], [-0.25, 0.01, -0.11], [-0.16, -0.24, 0.23], [0.07, -0.19, 0.05], [-0.57, -0.20, 0.36], [-0.20, -0.08, 0.13], [0.44, -0.05, 0.38], [-0.01, 0.25, 0.05], [0.65, 0.08, -0.44], [-0.25, -0.41, 0.19], [-0.06, -0.85, -0.31], [-0.24, -0.94, -0.28], [0.16, -0.01, 0.27], [-0.21, -0.32, 0.21], [-0.18, -0.29, -0.14], [-0.04, 0.17, -0.13], [0.09, -0.09, 0.12], [-0.21, -0.03, 0.05], [-0.34, 0.00, -0.18], [-0.20, -0.18, 0.12], [-0.42, 0.20, 0.12], [0.30, -0.07, 0.33], [0.05, 0.03, -0.30], [0.06, -0.03, 0.12], [0.31, 0.46, -0.13], [-0.96, -0.98, -0.13], [1.12, 1.03, 0.30], [0.11, -0.51, -0.46], [-0.42, 0.41, 0.47], [0.06, 0.13, 0.13], [-0.30, -0.47, -0.13], [0.12, 0.05, -0.11]], "multiplicity": 1, "charge": -2, "e_tot_ha": -2989.54677, "molar_mass_da": 926.23}

---

# 2
{"formula": "C26H35FO10", "method": "ωB97M-V/def2-TZVPD", "symbols": ["F", "C", "C", "C", "C", "C", "C", "H", "H", "H", "H", "H", "O", "C", "C", "C", "C", "O", "H", "H", "H", "H", "H", "H", "O", "C", "C", "C", "C", "O", "H", "H", "H", "H", "H", "H", "O", "C", "C", "C", "C", "O", "H", "H", "H", "H", "H", "H", "O", "C", "C", "C", "C", "O", "H", "H", "H", "H", "H", "H", "O", "C", "C", "C", "C", "O", "H", "H", "H", "H", "H", "H"], "coordinates": [[9.135591, 12.621793, 13.066405], [8.043494, 11.804238, 13.153399], [7.556885, 11.273855, 11.988206], [6.597285, 10.229197, 12.046552], [6.182228, 9.779506, 13.295018], [6.621883, 10.357456, 14.453172], [7.622355, 11.380847, 14.406105], [7.878979, 11.661680, 11.056093], [6.204796, 9.949151, 11.090257], [5.483319, 8.987764, 13.200161], [6.201227, 9.995852, 15.392903], [8.092413, 11.810940, 15.286506], [7.498468, 11.702511, 7.149547], [8.542013, 11.116388, 7.004033], [8.879665, 9.654381, 6.906919], [10.227019, 9.625866, 6.215637], [10.866209, 10.954976, 6.649869], [9.707894, 11.827242, 6.788736], [8.992101, 9.146574, 7.857911], [8.122535, 9.104786, 6.355955], [10.875042, 8.796104, 6.495706], [10.113832, 9.692460, 5.146019], [11.452774, 10.875081, 7.555707], [11.486120, 11.453695, 5.888700], [13.204287, 8.371456, 14.793561], [12.120266, 8.111739, 14.423406], [10.799228, 8.347926, 15.199094], [9.750626, 8.025154, 14.150693], [10.436447, 7.213606, 13.146867], [11.847905, 7.610695, 13.239473], [10.810240, 7.622724, 16.012890], [10.709989, 9.337454, 15.631199], [8.846549, 7.523900, 14.509800], [9.385821, 8.958790, 13.770794], [10.399662, 6.177230, 13.495335], [10.068910, 7.360651, 12.125010], [10.227997, 8.697109, 9.873768], [10.865697, 9.662488, 10.261202], [12.173482, 9.731664, 10.908943], [12.160984, 11.159159, 11.438188], [11.394168, 11.833373, 10.397555], [10.397481, 10.882484, 9.984024], [12.390902, 8.935470, 11.591027], [13.003827, 9.662762, 10.164267], [11.658925, 11.268563, 12.421442], [13.184501, 11.509029, 11.607334], [10.815768, 12.753920, 10.637407], [12.046996, 12.069961, 9.587407], [13.289123, 13.803518, 10.936347], [13.934375, 14.799574, 10.603490], [15.424624, 14.929685, 10.493928], [15.611811, 16.347697, 9.932077], [14.378213, 17.031309, 10.363777], [13.362472, 16.034911, 10.517905], [15.702177, 14.850895, 11.544893], [15.853473, 14.106543, 9.888103], [16.502614, 16.827908, 10.400305], [15.698984, 16.355000, 8.863614], [14.434047, 17.492003, 11.324322], [13.965420, 17.703661, 9.656300], [6.749585, 16.337743, 9.704123], [7.606797, 15.842955, 9.097457], [8.809465, 14.982451, 9.639254], [9.767578, 15.022391, 8.478533], [9.062795, 15.376257, 7.263888], [7.818883, 15.971221, 7.713538], [9.174915, 15.373041, 10.567592], [8.422561, 14.006153, 9.688260], [10.475777, 15.791544, 8.674577], [10.305312, 14.086038, 8.351649], [9.603081, 16.195106, 6.755884], [8.833612, 14.506730, 6.579331]], "forces_ev_per_a": [[-0.61, 0.12, 0.15], [0.91, -0.64, 0.65], [-1.37, -1.11, 0.19], [1.67, 2.35, 0.38], [-0.18, 0.04, -1.88], [1.12, 0.97, 0.78], [-0.87, -0.76, -0.18], [0.38, 0.21, -0.74], [-0.30, -0.72, -0.07], [-0.72, -0.65, 0.83], [0.39, 0.25, -0.10], [-0.27, -0.12, -0.05], [0.85, -0.78, 0.06], [0.22, 0.99, -0.10], [-0.01, -0.80, -0.23], [0.95, 0.66, 0.10], [-0.88, 0.41, -0.90], [0.06, -0.11, 0.64], [-0.26, 0.37, 0.56], [-0.21, 0.14, -0.05], [-0.25, -0.15, -0.14], [-0.06, -0.34, -0.47], [-0.22, 0.13, 0.49], [-0.14, -0.45, 0.18], [2.15, 0.36, 0.55], [-2.32, 0.99, 1.12], [0.42, -1.05, -0.18], [-1.50, 1.15, 1.34], [1.09, -0.76, -0.41], [-0.65, -0.99, -1.63], [-0.05, 0.00, 0.16], [0.25, 0.11, -0.06], [0.23, -0.05, 0.20], [-0.16, 0.61, -0.62], [0.05, -0.15, -0.64], [0.40, -0.25, 0.20], [0.62, 0.32, 0.73], [-1.84, -1.81, -2.01], [1.55, 0.49, 0.06], [1.18, -0.53, 2.64], [-1.58, 2.15, -0.49], [0.23, 0.14, 0.05], [-0.26, -0.28, 0.48], [-0.80, 0.02, 0.03], [0.06, -0.38, -0.43], [-0.41, 0.26, -0.32], [0.73, -0.63, 0.21], [0.31, 0.15, -1.00], [1.36, 2.21, -1.18], [-1.97, -1.27, 1.39], [-0.17, -0.24, -0.80], [1.89, -0.48, 1.06], [-1.35, 0.00, 0.34], [-0.06, -1.61, -0.22], [0.58, -0.07, -0.05], [-0.15, 0.53, 0.57], [-0.53, -0.26, -0.66], [0.20, -0.12, -0.55], [0.38, 0.61, 0.66], [-0.07, 0.94, -0.63], [-2.21, 1.11, 0.81], [4.07, -1.63, -1.89], [-1.33, 1.27, -1.70], [1.96, -1.05, 1.74], [-1.96, 0.53, -1.78], [-0.95, 0.20, 0.83], [0.10, -0.03, 0.46], [-0.59, -1.40, 0.74], [0.93, 0.54, 0.27], [0.16, -0.07, 0.11], [-0.36, -0.63, -0.30], [0.19, 1.03, 0.70]], "multiplicity": 1, "smiles": "Fc1ccccc1.O=C1CCCO1.O=C1CCCO1.O=C1CCCO1.O=C1CCCO1.O=C1CCCO1", "charge": 0, "e_tot_ha": -1864.00169, "molar_mass_da": 526.55}